Record 1
{
  "formula": "C4H10N3O",
  "method": "ωB97M-V/def2-TZVPD",
  "species": ["C", "C", "C", "C", "N", "N", "N", "O", "H", "H", "H", "H", "H", "H", "H", "H", "H", "H"],
  "positions_angstrom": [[1.75, -1.97, 0.43], [0.85, -0.21, -0.62], [-0.62, -1.83, 0.82], [-0.81, 1.92, -0.87], [-0.45, 1.23, 1.34], [0.66, -1.41, 0.26], [0.09, 1.34, 0.16], [2.78, -2.40, 0.48], [1.94, 0.02, -0.89], [0.38, -0.47, -1.50], [-0.51, -2.26, 1.78], [-1.22, -0.98, 0.66], [-0.94, -2.73, 0.20], [-1.60, 2.58, -0.42], [-0.28, 2.58, -1.65], [-1.44, 1.16, -1.42], [-1.44, 1.46, 1.14], [0.87, 1.97, 0.11]],
  "relative_energy_ev": 6.211,
  "total_charge": 1,
  "lumo_ha": [-0.1677, -0.1677],
  "e_tot_ha": -397.45103,
  "gap_ev": [7.6, 7.6]
}

---

Record 2
{
  "formula": "C4H10N3O2",
  "method": "ωB97M-V/def2-TZVPD",
  "species": ["C", "C", "C", "C", "N", "N", "N", "O", "O", "H", "H", "H", "H", "H", "H", "H", "H", "H", "H"],
  "positions_angstrom": [[-0.21, 2.66, 1.53], [-0.25, -2.02, -0.89], [0.14, -1.04, 0.21], [0.39, 2.12, 0.34], [0.29, -3.32, -1.04], [0.62, 1.97, -0.87], [-0.71, -0.08, 0.76], [1.02, 1.89, 1.47], [0.40, -0.79, -1.18], [0.01, 3.77, 1.73], [-1.13, 2.23, 1.93], [-1.26, -1.93, -1.14], [1.05, -1.26, 0.77], [-0.25, -4.03, -1.54], [1.24, -3.51, -1.37], [1.41, 1.41, -1.17], [-0.05, 2.39, -1.59], [-1.59, -0.25, 0.29], [-1.12, -0.21, 1.76]],
  "relative_energy_ev": 3.995,
  "total_charge": 1,
  "lumo_ha": -0.1172,
  "e_tot_ha": -472.78836,
  "gap_ev": 9.0
}

---

Record 3
{
  "formula": "C4H10N4",
  "method": "ωB97M-V/def2-TZVPD",
  "species": ["C", "N", "N", "C", "N", "N", "C", "C", "H", "H", "H", "H", "H", "H", "H", "H", "H", "H"],
  "positions_angstrom": [[4.23, -0.49, -0.09], [2.97, -0.59, 0.27], [2.26, 0.48, -0.17], [0.94, 0.71, 0.04], [0.09, -0.22, 0.42], [-1.19, 0.34, 0.50], [-2.09, -0.60, -0.26], [-3.54, -0.16, -0.12], [4.85, 0.28, -0.68], [4.90, -1.28, 0.47], [2.79, 1.44, -0.25], [0.65, 1.77, -0.22], [-1.45, 0.35, 1.51], [-1.74, -0.45, -1.30], [-2.09, -1.66, 0.08], [-3.88, 0.01, 1.00], [-3.45, 0.86, -0.56], [-4.26, -0.80, -0.64]],
  "relative_energy_ev": 4.167,
  "lumo_ha": 0.0232,
  "e_tot_ha": -377.29368,
  "gap_ev": 8.9
}

---

Record 4
{
  "formula": "C4H10N4",
  "method": "ωB97M-V/def2-TZVPD",
  "species": ["C", "C", "C", "C", "H", "H", "H", "H", "H", "H", "H", "H", "H", "H", "N", "N", "N", "N"],
  "positions_angstrom": [[1.59, -1.86, 0.31], [0.97, 0.37, -0.10], [1.42, 1.81, -0.27], [-1.20, 0.56, 0.86], [1.14, -1.82, 1.41], [1.07, -2.37, -0.66], [2.51, -2.51, 0.30], [2.57, 2.08, -0.17], [0.68, 2.40, 0.40], [1.40, 2.41, -1.34], [-1.13, 1.61, 1.42], [-3.00, -0.71, 1.50], [-1.56, -1.04, -1.16], [-2.70, 0.08, -1.63], [1.90, -0.46, -0.26], [-0.40, -0.07, -0.13], [-2.55, 0.22, 0.39], [-2.70, -0.70, -0.88]],
  "relative_energy_ev": 8.814,
  "lumo_ha": -0.0191,
  "e_tot_ha": -377.12291,
  "gap_ev": 8.4
}

---

Record 5
{
  "formula": "C4H10N4",
  "method": "ωB97M-V/def2-TZVPD",
  "species": ["C", "N", "N", "C", "C", "N", "N", "C", "H", "H", "H", "H", "H", "H", "H", "H", "H", "H"],
  "positions_angstrom": [[2.05, -0.08, 2.01], [1.15, 0.71, 2.45], [0.81, 1.79, 1.63], [0.50, 1.58, 0.18], [-0.14, 0.30, -0.27], [0.13, -0.22, -1.40], [-0.56, -1.46, -1.63], [-2.03, -1.54, -1.55], [2.49, 0.01, 1.00], [2.30, -0.87, 2.75], [0.04, 2.25, 2.11], [0.08, 2.51, -0.24], [1.55, 1.64, -0.26], [-1.02, -0.09, 0.24], [-0.23, -1.68, -2.58], [-2.23, -2.58, -1.93], [-2.19, -1.51, -0.43], [-2.70, -0.75, -2.07]],
  "relative_energy_ev": 3.947,
  "lumo_ha": 0.0366,
  "e_tot_ha": -377.30175,
  "gap_ev": 9.8
}

---

Record 6
{
  "formula": "C4H10N4",
  "method": "ωB97M-V/def2-TZVPD",
  "species": ["H", "N", "C", "C", "C", "N", "N", "N", "C", "H", "H", "H", "H", "H", "H", "H", "H", "H"],
  "positions_angstrom": [[-2.00, -0.81, 1.90], [-1.63, -0.54, 0.99], [-1.07, 0.62, 0.94], [-0.33, 0.99, -0.28], [-1.15, 0.91, -1.55], [0.81, -0.08, -0.36], [0.41, -1.40, -0.43], [1.77, 0.22, 0.56], [2.57, -0.67, 0.97], [-0.86, 1.20, 1.84], [0.18, 1.94, -0.17], [-1.71, -0.03, -1.60], [-1.87, 1.73, -1.58], [-0.50, 0.99, -2.43], [-0.59, -1.45, 0.26], [0.11, -1.57, -1.39], [2.49, -1.72, 0.71], [3.37, -0.34, 1.61]],
  "relative_energy_ev": 3.567,
  "lumo_ha": 0.0291,
  "e_tot_ha": -377.31572,
  "gap_ev": 8.9
}

---

Record 7
{
  "formula": "C4H10N4",
  "method": "ωB97M-V/def2-TZVPD",
  "species": ["C", "C", "C", "C", "N", "N", "N", "N", "H", "H", "H", "H", "H", "H", "H", "H", "H", "H"],
  "positions_angstrom": [[2.00, -0.09, -0.14], [0.05, 0.92, -0.59], [-0.65, -0.13, 0.03], [-1.42, 0.11, 1.37], [1.42, -1.23, 0.27], [0.27, -1.40, 0.24], [3.18, 0.28, -0.18], [-1.78, -0.62, -0.90], [0.41, 1.65, 0.02], [-0.01, 1.14, -1.73], [-1.15, 1.06, 1.84], [-1.38, -0.70, 1.98], [-2.39, 0.28, 1.02], [3.52, 1.23, -0.54], [3.80, -0.18, 0.50], [-1.28, -0.96, -1.74], [-2.42, 0.12, -1.02], [-2.17, -1.48, -0.44]],
  "relative_energy_ev": 5.323,
  "total_charge": 2,
  "lumo_ha": -0.3835,
  "e_tot_ha": -376.60769,
  "gap_ev": 8.5
}

---

Record 8
{
  "formula": "C4H10N4O",
  "method": "ωB97M-V/def2-TZVPD",
  "species": ["H", "N", "C", "C", "O", "N", "H", "H", "H", "H", "H", "C", "N", "C", "N", "H", "H", "H", "H"],
  "positions_angstrom": [[0.70, 0.38, 3.19], [-0.15, -0.13, 2.94], [-0.56, 0.09, 1.79], [-1.79, -0.56, 1.24], [0.00, 0.93, 0.85], [1.21, 1.56, 1.32], [-2.43, 0.18, 0.78], [-1.51, -1.30, 0.49], [-2.31, -1.06, 2.05], [1.98, 1.07, 0.84], [1.16, 2.50, 0.95], [-0.41, -0.27, -2.32], [0.82, -1.00, -2.09], [1.78, -0.46, -1.39], [2.60, 0.00, -0.72], [-0.61, 0.35, -1.45], [-0.35, 0.37, -3.21], [-1.23, -0.98, -2.45], [1.10, -1.66, -2.80]],
  "relative_energy_ev": 2.669,
  "lumo_ha": 0.0198,
  "e_tot_ha": -452.59975,
  "gap_ev": 10.3
}

---

Record 9
{
  "formula": "C4H10N6O2",
  "method": "ωB97M-V/def2-TZVPD",
  "species": ["H", "N", "C", "N", "C", "C", "N", "H", "H", "H", "H", "H", "H", "H", "H", "O", "C", "N", "N", "O", "N", "H"],
  "positions_angstrom": [[0.64, 2.08, 1.52], [0.03, 2.34, 0.74], [0.34, 1.75, -0.35], [1.30, 0.78, -0.50], [1.76, 0.02, 0.63], [2.62, -1.14, 0.16], [1.83, -1.91, -0.81], [-0.09, 2.10, -1.30], [1.24, 0.22, -1.34], [2.33, 0.69, 1.31], [0.91, -0.38, 1.21], [3.49, -0.74, -0.38], [2.98, -1.70, 1.01], [1.06, -2.37, -0.32], [2.40, -2.66, -1.23], [-2.56, 1.46, -0.83], [-3.19, 0.40, -0.32], [-2.85, -0.18, 0.87], [-3.63, -1.16, 1.03], [-4.49, -1.19, -0.02], [-4.18, -0.19, -0.90], [-1.92, 1.76, -0.18]],
  "relative_energy_ev": 0.000,
  "lumo_ha": 0.0146,
  "e_tot_ha": -637.33757,
  "gap_ev": 9.8
}

---

Record 10
{
  "formula": "C4H10NO",
  "method": "ωB97M-V/def2-TZVPD",
  "species": ["C", "O", "H", "H", "H", "C", "C", "N", "C", "H", "H", "H", "H", "H", "H", "H"],
  "positions_angstrom": [[-0.22, -0.55, 3.00], [0.03, -0.51, 4.24], [-0.66, -1.57, 2.63], [-1.03, 0.29, 2.58], [0.69, -0.42, 2.34], [-0.02, -1.30, -0.30], [-0.46, -0.07, -0.70], [-0.47, 0.39, -2.03], [0.53, 1.49, -2.18], [0.38, -2.06, -1.00], [0.15, -1.39, 0.81], [-1.02, 0.64, -0.08], [-0.22, -0.36, -2.64], [0.41, 2.00, -3.15], [0.29, 2.23, -1.43], [1.60, 1.18, -2.08]],
  "relative_energy_ev": 2.341,
  "total_charge": -1,
  "lumo_ha": 0.1275,
  "e_tot_ha": -288.30561,
  "gap_ev": 5.5
}